(1)
The following is a quantum chemistry calculation of a single C6H12O molecule, from the OMol25 dataset.

Geometry (Å):
C -1.91979 -1.04642 -0.46388
C -0.83250 -0.01911 -0.14220
C -1.35786 1.13314 0.71871
C 0.30532 -0.69532 0.57091
O 1.21048 -1.51023 -0.23449
C 1.67067 -0.36256 0.39614
C 2.23482 0.81490 -0.25839
H -2.74531 -0.57803 -1.01517
H -1.52215 -1.86678 -1.07290
H -2.33657 -1.47919 0.45704
H -0.45400 0.38994 -1.08836
H -1.71753 0.76532 1.69011
H -2.19781 1.63618 0.22412
H -0.58117 1.88358 0.91004
H 0.05208 -1.16460 1.52421
H 2.40970 -0.75269 1.41706
H 2.29071 0.85632 -1.35450
H 3.31988 0.15358 0.03123
H 2.19331 1.82822 0.11606

The calculation puts the energy above the lowest of the compared OMol25 structures with the same formula, charge and spin at 327.3 kJ/mol. For the HOMO-LUMO gap, the calculation gives 10.739 eV. Its LUMO energy is 1.0 eV. Its total charge is 0.

(2)
The following is a quantum chemistry calculation of 2 unconnected molecules or ions with the total composition C6H12O, from the OMol25 dataset.

Geometry (Å):
C -1.30602 1.74428 0.64061
C 0.11101 1.39172 0.98788
C 1.07407 1.01669 0.14609
C 0.95878 0.83517 -1.34026
H -1.99180 0.96363 0.98784
H -1.45264 1.86679 -0.43622
H -1.60097 2.68076 1.12836
H 0.35351 1.44603 2.04971
H 2.05729 0.81094 0.56669
H -0.08401 0.77163 -1.66393
H 1.43613 1.65915 -1.88660
H 1.45944 -0.09191 -1.63962
C 0.79942 -2.26290 0.48563
C -0.33896 -2.26617 -0.19760
O -1.41309 -1.51389 0.17775
H 0.91887 -1.65699 1.37830
H 1.63307 -2.86699 0.15027
H -0.47211 -2.85643 -1.10455
H -2.14201 -1.67151 -0.43036

The calculation puts the energy above the lowest of the compared OMol25 structures with the same formula, charge and spin at 173.3 kJ/mol. For the HOMO-LUMO gap, the calculation gives 9.549 eV. Its LUMO energy is 0.8 eV. Its total charge is 0.

(3)
The following is a quantum chemistry calculation of 2 unconnected molecules or ions with the total composition C6H12O, from the OMol25 dataset.

Geometry (Å):
C -0.28623 -1.18271 -1.82102
C 0.11557 -1.37098 -0.35843
C -0.62710 -0.44459 0.59105
C -0.18731 -0.18331 1.99192
C 1.09028 0.54440 1.74841
C -0.14935 0.92445 0.99779
H -1.35884 -1.36562 -1.95966
H -0.07213 -0.16603 -2.17080
H 0.25118 -1.88803 -2.46396
H 1.19798 -1.23457 -0.25344
H -0.09206 -2.40305 -0.04620
H -1.71355 -0.50912 0.47737
H -0.77222 -0.21635 2.90072
H 1.92033 0.05995 1.23336
H 1.40992 1.23089 2.53009
H -0.69990 1.85497 1.05907
O 0.01643 2.35292 -1.72171
H 0.33999 1.81076 -0.98805
H -0.94002 2.35414 -1.58778

The calculation puts the energy above the lowest of the compared OMol25 structures with the same formula, charge and spin at 228.1 kJ/mol. For the HOMO-LUMO gap, the calculation gives 10.459 eV. Its LUMO energy is 1.0 eV. Its total charge is 0.

(4)
The following is a quantum chemistry calculation of a single C6H12O molecule, from the OMol25 dataset.

Geometry (Å):
C -1.84089 1.55520 1.83575
C -1.97946 1.21619 0.59515
O -1.05883 0.27733 0.03729
C 0.21547 0.76013 -0.13195
C 1.25559 -0.39155 -0.62087
C 1.12504 -1.54908 0.48126
C 0.63747 -0.89607 -1.93456
H -2.78382 2.18750 2.29348
H -1.24367 0.86672 2.41763
H -2.38033 1.74973 -0.06232
H 0.61282 0.99390 0.97096
H 0.44526 1.79042 -0.59711
H 2.12052 -0.02538 -0.52602
H 0.24420 -2.17635 0.58021
H 1.47362 -1.12678 1.40485
H 1.50238 -2.25234 0.11004
H 0.77035 0.11383 -2.74496
H 1.34435 -1.74481 -2.33436
H -0.46006 -1.34858 -1.77446

The calculation puts the energy above the lowest of the compared OMol25 structures with the same formula, charge and spin at 634.5 kJ/mol. For the HOMO-LUMO gap, the calculation gives 10.677 eV. Its LUMO energy is 1.1 eV. Its total charge is 0.

(5)
The following is a quantum chemistry calculation of a single C6H12O molecule, from the OMol25 dataset.

Geometry (Å):
C 2.56590 -0.26119 0.39300
C 1.55494 0.63982 -0.31049
C 0.19753 0.58309 0.39939
C -1.03568 0.80931 -0.48890
C -2.19971 -0.05504 -0.01639
C -1.90165 -1.53497 -0.13042
O -1.02797 -2.00365 -0.81976
H 2.66094 0.00165 1.45290
H 2.22953 -1.30359 0.33917
H 3.55749 -0.19892 -0.06429
H 1.92914 1.67043 -0.35516
H 1.44722 0.29995 -1.34838
H 0.18831 1.28551 1.24302
H 0.11288 -0.41413 0.84612
H -1.34017 1.86284 -0.50018
H -0.80656 0.53201 -1.52314
H -3.10554 0.12433 -0.61452
H -2.47191 0.16403 1.02507
H -2.55470 -2.20147 0.47297

The calculation puts the energy above the lowest of the compared OMol25 structures with the same formula, charge and spin at 54.2 kJ/mol. For the HOMO-LUMO gap, the calculation gives 10.955 eV. Its LUMO energy is 1.1 eV. Its total charge is 0.

(6)
The following is a quantum chemistry calculation of 2 unconnected molecules or ions with the total composition C6H12O, from the OMol25 dataset.

Geometry (Å):
C -1.27028 2.24471 1.19165
C -1.49322 1.23823 0.36812
C -1.21791 -0.16758 0.56617
C -0.71494 -0.98923 -0.37079
C -0.07283 -2.28021 -0.07852
C 1.44568 -1.99598 0.32781
H -1.46839 3.25428 0.85291
H -1.30968 2.14875 2.28847
H -1.96032 1.48816 -0.61135
H -1.28768 -0.50241 1.60702
H -0.51179 -0.76511 -1.43110
H -0.50317 -2.81338 0.80231
H -0.03697 -3.08955 -0.79367
H 1.68985 -2.69598 1.11134
H 1.28055 -1.00562 0.76255
H 2.08326 -2.17689 -0.51203
O 1.67058 2.99647 -2.26617
H 2.50462 2.56406 -2.23058
H 1.17265 2.54729 -1.58413

The calculation puts the energy above the lowest of the compared OMol25 structures with the same formula, charge and spin at 242.3 kJ/mol. For the HOMO-LUMO gap, the calculation gives 9.623 eV. Its LUMO energy is 0.8 eV. Its total charge is 0.